<w>
{"formula": "C5H12N2", "method": "wB97M-V/def2-TZVPD", "elements": ["C", "H", "H", "H", "H", "H", "C", "H", "N", "H", "H", "H", "H", "H", "N", "C", "C", "H", "C"], "xyz": [[1.2275, 0.0406, 0.1913], [-1.0379, -1.5258, 1.4705], [2.2328, 0.3901, -1.6566], [-1.1296, -0.7808, -1.5133], [0.4632, 0.7083, -1.7341], [-2.5678, -0.6990, -0.4999], [-0.1832, 0.3593, 0.8932], [0.5786, -1.3654, 0.1596], [-0.9211, 1.4584, 0.3012], [1.5268, 1.8432, -0.9461], [-0.4186, 2.3291, 0.4281], [-1.7855, -2.2593, -0.8069], [2.4956, -1.0290, 1.2219], [-1.8290, 1.5386, 0.7464], [2.2723, -0.0682, 0.9651], [1.3646, 0.7813, -1.1303], [-0.7304, -0.9895, 0.5758], [0.0452, 0.4677, 1.9616], [-1.6033, -1.1999, -0.6274]], "mulliken_charge": [0.5073, 0.3822, 0.3589, 0.2277, 0.3369, 0.3201, 0.0574, 0.0742, -0.5741, 0.2970, 0.2260, 0.3622, 0.2176, 0.2151, -0.7244, -1.1872, -0.2701, 0.2572, -1.0842], "gap_ha": 0.275, "charge": 0}

***

<x>
{"formula": "C5H12N2", "method": "wB97M-V/def2-TZVPD", "elements": ["H", "H", "H", "N", "C", "H", "H", "H", "N", "H", "C", "H", "H", "H", "H", "C", "C", "C", "H"], "xyz": [[-2.1390, -0.1201, 0.1835], [1.0432, 3.3147, -0.1492], [-1.7276, -1.3263, -1.0209], [2.4533, 1.8802, -0.5982], [1.1379, 2.2444, -0.2832], [-0.6499, 1.7156, 0.6696], [-0.5861, 0.4278, -1.9908], [-0.0793, -2.4534, 0.0753], [-1.4043, -2.3566, 1.6208], [0.2893, -1.0720, 1.0902], [-0.3240, 0.2738, -0.9457], [-1.0477, -3.2888, 1.7535], [-1.4562, -1.8026, 2.4621], [0.6138, -0.2927, -1.0839], [3.0046, 2.6666, -0.9162], [-1.3094, -0.6739, -0.2449], [0.1282, 1.3855, -0.0124], [-0.5380, -1.6468, 0.6503], [2.5911, 1.1247, -1.2599]], "mulliken_charge": [0.3682, 0.3324, 0.2669, -0.4762, -0.1427, 0.3163, 0.3819, 0.3715, -0.5799, 0.2566, -0.5709, 0.2282, 0.2112, 0.1977, 0.2596, -0.6622, -0.4714, -0.5140, 0.2269], "smiles": "N/C=C\\CCCN", "gap_ha": 0.317, "charge": 0}

***

<y>
{"formula": "C5H12N2", "method": "wB97M-V/def2-TZVPD", "elements": ["H", "H", "H", "H", "C", "H", "H", "H", "H", "N", "N", "C", "H", "H", "C", "C", "H", "C", "H"], "xyz": [[-2.4596, -0.4292, 1.7732], [0.9616, -2.0290, -1.7088], [-3.0195, 1.2184, 0.5321], [2.6877, -0.2544, 0.1852], [1.3711, -1.0394, -1.4871], [-1.1433, -0.7117, -0.0239], [0.4527, 1.2528, -0.2026], [2.0080, 0.3743, -2.8593], [0.9110, 0.8458, 1.3851], [-2.2260, 1.4214, 1.1330], [-0.5971, -0.3529, 0.7445], [1.2052, -0.3317, -2.6358], [0.5522, -0.6476, -3.4329], [1.6672, -1.3437, 0.6678], [-1.5754, 0.2120, 1.6942], [0.6006, 0.3725, 0.4476], [-1.0648, 0.4531, 2.6257], [1.6964, -0.5793, -0.1240], [-1.6507, 1.8723, 0.4231]], "mulliken_charge": [0.3422, 0.2940, 0.2494, 0.4261, -0.1381, 0.2426, 0.3545, 0.2601, 0.4125, -0.6224, -0.3223, -0.6883, 0.2627, 0.3078, -0.5002, -0.6894, 0.3064, -0.7538, 0.2561], "smiles": "C=CCCNCN", "gap_ha": 0.350, "charge": 0}

***

Quick look at relative energies in kJ/mol: <w> 243.8; <x> 0.0; <y> 56.7.

***

<w>
{"formula": "C5H12N2", "method": "wB97M-V/def2-TZVPD", "elements": ["H", "H", "H", "H", "C", "H", "H", "H", "H", "C", "C", "C", "H", "N", "N", "H", "H", "C", "H"], "xyz": [[0.2378, 2.3953, -1.3275], [1.4344, 2.3409, -0.0225], [1.0824, -1.4236, 0.1500], [-0.4349, -0.5847, -2.0244], [-0.7275, 0.9525, 1.3671], [-0.6580, -2.9802, 1.6605], [-1.8317, -1.7540, 1.1404], [-0.0160, 1.5506, 1.9435], [1.9055, 1.9209, -1.6691], [-0.8819, -2.2375, 0.8922], [1.0988, 1.8364, -0.9341], [0.0150, 0.0247, 0.4532], [-1.0101, -2.7555, -0.0630], [0.5532, -0.3992, -1.8532], [0.2043, -1.2702, 0.8114], [0.9882, -0.0701, -2.7072], [-1.3493, 1.6439, 0.7898], [0.7631, 0.3826, -0.6834], [-1.3734, 0.4271, 2.0760]], "mulliken_charge": [0.2661, 0.3246, 0.3800, 0.1838, -1.2058, 0.2562, 0.3283, 0.2919, 0.4372, -0.8116, -1.4973, 0.4384, 0.2712, -0.5295, -0.2478, 0.2335, 0.3059, 0.1781, 0.3969], "smiles": "CN/C(C)=C(/C)N", "gap_ha": 0.275, "charge": 0}

***

<x>
{"formula": "C5H12N2", "method": "wB97M-V/def2-TZVPD", "elements": ["H", "H", "H", "C", "H", "N", "H", "C", "H", "H", "H", "N", "C", "H", "H", "H", "C", "H", "C"], "xyz": [[2.3866, -0.9116, -0.0099], [0.6231, 1.5259, 0.7249], [-2.7862, -0.0928, -0.8437], [-1.2544, 1.4084, 0.0982], [3.4353, 0.6584, 0.1745], [-0.1766, 0.9419, 0.9879], [0.5930, -1.0277, 1.4072], [-0.8767, -0.9785, -0.2515], [-0.8939, 1.8604, -0.8322], [-0.5831, -1.1328, -1.2964], [1.4369, -2.2857, -0.6421], [2.4241, 0.7041, 0.2127], [0.2872, -0.4375, 0.5364], [-1.2576, -1.9249, 0.1412], [-2.3894, -0.0777, 0.8599], [1.2805, -0.2992, -1.4172], [-1.9914, 0.1192, -0.1479], [-1.8219, 2.1572, 0.6603], [1.5643, -0.2074, -0.3623]], "mulliken_charge": [0.3267, 0.2478, 0.4186, -0.5363, 0.2020, -0.5477, 0.3698, -0.8041, 0.2879, 0.3701, 0.0891, -0.6652, 0.2329, 0.2436, 0.2327, 0.3906, -0.5750, 0.3223, -0.6057], "gap_ha": 0.242, "charge": 0}

***

<y>
{"formula": "C5H12N2", "method": "wB97M-V/def2-TZVPD", "elements": ["C", "C", "H", "H", "H", "N", "H", "H", "C", "C", "H", "H", "H", "H", "H", "N", "H", "H", "C"], "xyz": [[1.6475, 0.8500, -0.3826], [-1.6973, 1.4166, -0.5069], [0.9720, -2.4757, -0.9808], [0.4143, -0.2637, -1.8215], [1.0394, 1.7538, -0.3600], [-0.8996, -1.5081, 1.4251], [-2.7587, 1.3701, -0.7673], [-0.6803, -1.6134, 2.4080], [1.1926, -1.6100, -0.3666], [-1.2863, -0.2745, 1.0796], [-1.5005, 0.4494, 1.8838], [2.0575, 0.6982, 0.6151], [2.4807, 1.0399, -1.0645], [0.0113, -1.8007, 0.7059], [-1.5685, 2.1646, 0.2901], [-1.2226, 0.0989, -0.1604], [2.0792, -1.7123, 0.2507], [-1.1649, 1.7691, -1.3932], [0.8841, -0.3522, -0.8546]], "mulliken_charge": [-1.0822, -0.9679, 0.3383, 0.2821, 0.2982, -0.5073, 0.3380, 0.2570, -1.2259, -0.0491, 0.2984, 0.3143, 0.3330, 0.3381, 0.3589, -0.3745, 0.3596, 0.2805, 0.4106], "smiles": "C/N=C/N.C=CC", "gap_ha": 0.343, "charge": 0}

***

<z>
{"formula": "C5H12N2", "method": "wB97M-V/def2-TZVPD", "elements": ["H", "N", "H", "C", "C", "C", "H", "H", "N", "H", "C", "H", "H", "H", "H", "C", "H", "H", "H"], "xyz": [[-0.5200, -0.2726, 2.9084], [0.2245, 0.2158, 1.1079], [-1.0064, -2.0266, -0.9761], [-1.1660, 1.7130, -1.3534], [2.0716, 0.4047, -0.5865], [0.3822, -0.5387, 2.2987], [-0.4693, 2.3944, -1.1499], [3.0981, -0.0867, -0.4591], [1.0915, -0.3767, 0.0656], [1.3889, -0.2800, 2.7729], [-0.2676, -0.3664, -0.0678], [0.2360, -1.6353, 2.1986], [-2.1726, 1.8362, -1.0739], [2.2663, 1.3362, -0.0904], [-2.2704, -0.8417, -0.3090], [-1.2714, -1.4553, -0.1598], [1.8111, 0.6076, -1.6635], [-1.2147, -1.9968, 0.6877], [-0.9124, 1.1370, -2.1704]], "mulliken_charge": [0.3184, -0.3107, 0.2991, -1.0986, -0.8531, -0.8282, 0.3335, 0.2835, -0.1536, 0.2566, 0.5180, 0.2948, 0.3768, 0.3646, 0.2227, -1.1153, 0.2732, 0.4356, 0.3825], "gap_ha": [0.297, 0.326], "charge": 0}

***

Quick look at relative energies in kJ/mol: <w> 0.0; <x> 519.2; <y> 23.9; <z> 454.9.

***

<w>
{"formula": "C5H15NO", "method": "wB97M-V/def2-TZVPD", "elements": ["H", "C", "H", "H", "H", "H", "H", "O", "C", "N", "H", "H", "H", "H", "C", "H", "H", "H", "H", "C", "H", "C"], "xyz": [[-1.9698, -0.2189, -0.2997], [1.4665, -0.9342, -0.5740], [1.4629, -1.6811, -1.4165], [-1.1081, -0.2040, 1.5712], [0.1455, 2.6210, 1.2345], [0.9995, 0.3546, 1.4246], [2.1033, -0.1926, -1.0609], [1.2083, -1.5930, 3.0147], [-1.1168, -0.5858, -0.9836], [0.1820, -0.2602, -0.3568], [-0.5828, 0.2165, -2.7474], [-2.3378, 0.0602, -2.7151], [-1.3184, -1.6354, -1.2606], [1.2311, -0.9911, 3.7772], [-0.2652, 1.9200, 0.5730], [-1.2642, 1.4473, -2.0685], [0.2146, 2.0552, -0.3609], [-1.3388, 2.0165, 0.4197], [2.0456, -1.7497, 2.6708], [-1.5357, 0.3614, -2.1940], [1.8701, -1.3624, 0.4222], [-0.0917, 0.3559, 0.9303]], "mulliken_charge": [0.2201, -0.8723, 0.3083, 0.2769, 0.4143, 0.2131, 0.3191, -0.6162, -0.5479, 0.2035, 0.2882, 0.4676, 0.4328, 0.3169, -1.1437, 0.2509, 0.3080, 0.2456, 0.3063, -1.2204, 0.1219, -0.2931], "smiles": "CCN(C)CC.O", "gap_ha": 0.314, "charge": 0}

***

<x>
{"formula": "C5H15NO", "method": "wB97M-V/def2-TZVPD", "elements": ["H", "H", "C", "H", "C", "H", "H", "H", "H", "H", "H", "H", "O", "C", "H", "N", "H", "H", "C", "C", "H", "H"], "xyz": [[-2.6575, 1.5857, -1.3316], [-3.0355, 1.6602, 0.1016], [-0.0720, -1.2631, 0.6833], [-0.2359, 1.8630, 0.5715], [0.1090, -2.6238, -0.0121], [0.1936, -1.2655, 1.7509], [-1.1442, -1.0500, 0.5875], [1.0768, -3.0559, 0.2094], [0.1059, -2.6371, -1.0975], [2.4749, 1.7146, 0.2007], [1.7708, 2.7690, 1.2411], [-0.6280, 1.0830, -1.3132], [-2.4005, 1.1942, -0.4841], [0.6538, -0.1197, -0.0205], [-0.5562, -3.3281, 0.4960], [1.8315, 1.7976, 0.9748], [1.7169, -0.2677, -0.1923], [-0.7310, -0.5420, -1.5956], [0.0390, 0.2066, -1.4067], [0.4943, 1.1373, 0.9214], [0.7455, 0.2581, -2.2314], [0.2488, 0.8836, 1.9468]], "mulliken_charge": [0.2928, 0.2770, -0.7024, 0.2570, -1.3195, 0.4338, 0.2122, 0.3628, 0.3366, 0.1796, 0.1953, 0.2748, -0.5868, 0.4343, 0.3551, -0.6072, 0.4293, 0.3694, -1.3814, -0.3296, 0.2785, 0.2383], "smiles": "CC[C@@H](C)CN.O", "gap_ha": 0.334, "charge": 0}

***

<y>
{"formula": "C5H15NO", "method": "wB97M-V/def2-TZVPD", "elements": ["H", "O", "C", "C", "H", "H", "H", "H", "H", "H", "C", "H", "H", "H", "H", "H", "H", "C", "C", "H", "N", "H"], "xyz": [[-0.1156, 1.9814, 1.5423], [1.5257, -3.4273, 1.6608], [-2.4206, 1.4665, -0.7614], [-0.2975, 1.2310, 0.7702], [2.9133, -0.1650, -0.4297], [-2.4590, 1.1800, 1.3407], [-3.3623, 0.9665, -1.0850], [1.4404, 0.1256, 1.1414], [1.7272, -2.4979, 1.5519], [0.5768, -3.5408, 1.5627], [2.1194, -0.4137, -1.1496], [2.1458, 0.4855, -1.7804], [0.1960, 1.8858, 0.0495], [-0.0566, -0.2658, -1.2560], [0.5750, -1.6537, -0.5697], [-1.8690, 1.2105, -1.6732], [2.3941, -1.2974, -1.6932], [0.7293, -0.5507, -0.5549], [-1.7757, 0.9150, 0.5265], [-2.5685, 2.5410, -0.4999], [0.4994, -0.0001, 0.7787], [-1.9175, -0.1765, 0.5282]], "mulliken_charge": [0.4277, -0.6601, -1.0716, -0.6322, 0.3044, 0.3948, 0.3251, 0.2811, 0.3358, 0.3203, -1.1785, 0.3339, 0.3955, 0.1158, 0.2640, 0.2941, 0.3359, -0.2694, -0.5826, 0.2791, -0.3461, 0.3329], "smiles": "CCCNCC.O", "gap_ha": 0.360, "charge": 0}

***

<z>
{"formula": "C5H15NO", "method": "wB97M-V/def2-TZVPD", "elements": ["H", "H", "H", "H", "C", "C", "H", "N", "C", "H", "H", "H", "H", "H", "H", "H", "H", "H", "O", "H", "C", "C"], "xyz": [[1.9069, -1.3921, 1.2115], [-0.9784, 1.7612, 1.4475], [0.5421, -0.9764, 2.2351], [-2.4706, 0.8563, 1.4137], [-1.3935, 0.7439, 1.4120], [-1.3660, 0.8255, -0.9728], [-3.4950, 1.0086, -0.5810], [-1.0052, 0.0517, 0.1930], [-2.8233, 0.6416, -1.3716], [-3.0800, 1.0927, -2.3251], [-3.0314, -0.4242, -1.4692], [5.7451, -0.4251, -1.5582], [1.0401, 0.5206, 0.1290], [0.4209, -2.3318, 1.1593], [0.5586, -0.8490, -0.8444], [-0.7343, 0.5512, -1.8189], [-1.1814, 1.8987, -0.8129], [-1.0253, 0.2451, 2.3007], [5.3265, -0.6757, -0.7325], [5.8195, -1.4214, -0.3862], [0.4035, -0.3861, 0.1291], [0.8211, -1.3151, 1.2418]], "mulliken_charge": [0.3493, 0.3529, 0.3159, 0.2560, -0.9598, -0.4548, 0.2798, -0.0070, -1.2789, 0.4012, 0.3247, 0.3134, 0.2878, 0.2991, 0.3101, 0.4219, 0.3194, 0.3120, -0.6289, 0.3176, -0.3646, -1.1671], "smiles": "CCN(C)CC.O", "gap_ha": 0.334, "charge": 0}

***

Quick look at relative energies in kJ/mol: <w> 303.5; <x> 38.8; <y> 82.5; <z> 0.0.